No. 1
{"formula": "C40H32IrN2O9S2", "method": "wB97M-V/def2-TZVPD", "e_lumo_ev": [-1.38, -1.37], "multiplicity": 2, "fmax_ev_per_a": 5.48, "symbols": ["Ir", "O", "C", "O", "C", "C", "C", "C", "C", "N", "C", "O", "O", "H", "H", "H", "H", "H", "O", "C", "C", "C", "C", "C", "C", "C", "C", "C", "O", "C", "C", "C", "C", "C", "C", "C", "C", "C", "C", "C", "C", "N", "C", "C", "C", "C", "C", "C", "C", "C", "C", "C", "C", "C", "H", "H", "H", "H", "H", "H", "H", "H", "H", "H", "H", "H", "H", "H", "H", "H", "H", "H", "H", "H", "H", "H", "H", "H", "H", "H", "H", "O", "S", "O", "O", "S"], "positions_angstrom": [[-0.234, 0.181, 0.505], [-4.427, 0.666, 1.486], [-3.110, 0.510, 1.476], [-2.553, 0.029, 0.486], [-2.352, 1.344, 2.458], [-2.920, 2.180, 3.398], [-2.053, 2.858, 4.285], [-0.705, 2.648, 4.228], [-0.173, 1.789, 3.228], [-1.041, 1.193, 2.346], [1.182, 1.478, 2.975], [2.175, 1.917, 3.796], [1.540, 0.801, 1.966], [-4.810, 0.115, 0.783], [-3.987, 2.301, 3.447], [-2.471, 3.539, 5.012], [-0.045, 3.143, 4.925], [1.804, 2.330, 4.584], [-0.700, 1.817, -0.853], [0.218, 2.736, -1.240], [1.678, 2.245, -0.945], [1.931, 0.922, -1.581], [2.540, 0.830, -2.828], [2.868, -0.415, -3.327], [2.597, -1.533, -2.556], [1.952, -1.381, -1.334], [1.684, -2.583, -0.472], [0.205, -3.043, -0.582], [-0.617, -2.148, 0.181], [-0.189, -2.904, -2.043], [-0.885, -1.794, -2.502], [-1.090, -1.626, -3.860], [-0.599, -2.549, -4.766], [0.069, -3.672, -4.308], [0.273, -3.850, -2.952], [-0.075, -4.430, -0.033], [0.694, -5.003, 0.971], [0.310, -6.209, 1.532], [-0.844, -6.844, 1.108], [-1.625, -6.263, 0.123], [-1.249, -5.056, -0.435], [1.587, -0.175, -0.892], [0.140, 3.023, -2.740], [0.824, 4.100, -3.288], [0.776, 4.323, -4.653], [0.033, 3.486, -5.469], [-0.657, 2.421, -4.921], [-0.602, 2.187, -3.559], [-0.142, 4.015, -0.460], [0.442, 4.356, 0.751], [0.020, 5.485, 1.434], [-1.010, 6.266, 0.939], [-1.629, 5.903, -0.245], [-1.197, 4.786, -0.937], [1.776, 2.105, 0.132], [2.390, 2.989, -1.300], [2.764, 1.728, -3.378], [3.361, -0.511, -4.282], [2.896, -2.514, -2.887], [1.885, -2.321, 0.570], [2.329, -3.403, -0.789], [-1.273, -1.070, -1.798], [-1.633, -0.761, -4.209], [-0.739, -2.399, -5.825], [0.437, -4.408, -5.007], [0.789, -4.729, -2.594], [1.585, -4.515, 1.332], [0.914, -6.649, 2.312], [-1.140, -7.786, 1.543], [-2.536, -6.736, -0.209], [-1.871, -4.581, -1.177], [1.376, 4.771, -2.645], [1.308, 5.158, -5.083], [-0.016, 3.669, -6.532], [-1.252, 1.777, -5.552], [-1.143, 1.371, -3.105], [1.234, 3.758, 1.175], [0.510, 5.756, 2.358], [-1.333, 7.148, 1.472], [-2.449, 6.489, -0.636], [-1.684, 4.511, -1.860], [-2.755, -3.402, 2.933], [-2.647, -2.262, 2.064], [-3.139, -2.436, 0.732], [-2.983, -1.006, 2.743], [-0.499, -2.172, 1.847]]}

No. 2
{"formula": "C32H39N2OS", "method": "wB97M-V/def2-TZVPD", "e_lumo_ev": -4.62, "fmax_ev_per_a": 3.76, "charge": 1, "symbols": ["C", "N", "C", "C", "C", "C", "C", "C", "C", "S", "C", "C", "O", "C", "C", "H", "H", "H", "H", "H", "H", "H", "H", "H", "H", "H", "H", "H", "H", "H", "H", "H", "C", "C", "C", "C", "C", "N", "C", "C", "C", "C", "C", "C", "C", "C", "C", "C", "C", "C", "C", "C", "C", "H", "H", "H", "H", "H", "H", "H", "H", "H", "H", "H", "H", "H", "H", "H", "H", "H", "H", "H", "H", "H", "H"], "positions_angstrom": [[2.781, 6.305, -2.225], [3.808, 5.261, -2.272], [5.159, 5.701, -2.629], [3.564, 3.951, -1.743], [3.140, 2.901, -2.569], [2.891, 1.656, -2.054], [3.047, 1.398, -0.697], [2.746, 0.036, -0.206], [2.963, -0.280, 1.130], [2.639, -1.923, 1.756], [4.188, -2.078, 2.690], [1.666, -1.393, 3.194], [2.300, -0.815, -0.999], [3.479, 2.437, 0.131], [3.730, 3.684, -0.378], [1.841, 5.897, -1.860], [3.087, 7.110, -1.562], [2.617, 6.713, -3.218], [5.862, 4.876, -2.544], [5.175, 6.064, -3.654], [5.486, 6.502, -1.970], [3.014, 3.083, -3.620], [2.569, 0.846, -2.687], [3.341, 0.455, 1.809], [4.171, -2.996, 3.270], [5.032, -2.117, 2.006], [4.340, -1.238, 3.365], [1.449, -2.254, 3.819], [2.196, -0.652, 3.788], [0.725, -0.958, 2.869], [3.617, 2.272, 1.184], [4.059, 4.474, 0.272], [-2.717, -5.177, -0.128], [-1.919, -4.594, 1.051], [-2.090, -5.534, 2.258], [-0.415, -4.512, 0.726], [-2.464, -3.220, 1.418], [-3.010, -2.938, 2.634], [-3.414, -1.608, 2.688], [-3.100, -1.015, 1.453], [-3.339, 0.350, 1.272], [-3.929, 1.066, 2.288], [-4.276, 0.455, 3.495], [-4.014, -0.875, 3.714], [-2.524, -2.053, 0.612], [-2.029, -1.902, -0.699], [-2.139, -0.741, -1.551], [-3.358, -0.060, -1.752], [-3.414, 1.088, -2.503], [-2.267, 1.618, -3.089], [-2.326, 2.916, -3.822], [-1.065, 0.931, -2.938], [-0.999, -0.230, -2.210], [-2.612, -4.571, -1.025], [-2.381, -6.186, -0.365], [-3.778, -5.227, 0.118], [-1.544, -5.155, 3.122], [-3.141, -5.626, 2.531], [-1.715, -6.534, 2.039], [0.137, -4.097, 1.571], [-0.011, -5.501, 0.514], [-0.211, -3.885, -0.138], [-3.123, -3.569, 3.428], [-3.048, 0.833, 0.358], [-4.130, 2.113, 2.146], [-4.767, 1.032, 4.260], [-4.266, -1.358, 4.642], [-1.435, -2.709, -1.089], [-4.252, -0.454, -1.303], [-4.350, 1.606, -2.626], [-1.363, 3.174, -4.266], [-3.061, 2.881, -4.628], [-2.606, 3.730, -3.150], [-0.174, 1.331, -3.392], [-0.048, -0.713, -2.057]]}

No. 3
{"formula": "H3N3O4", "method": "wB97M-V/def2-TZVPD", "e_lumo_ev": [-0.98, -0.35], "fmax_ev_per_a": 5.27, "symbols": ["N", "N", "N", "O", "O", "O", "O", "H", "H", "H"], "positions_angstrom": [[-1.491, 0.731, 0.376], [-0.439, 0.269, 0.798], [-0.043, -0.844, 0.060], [-0.827, -1.156, -0.797], [0.952, -1.425, 0.451], [2.281, 0.283, -0.289], [1.187, 0.991, -0.346], [-1.830, 0.250, -0.503], [-1.973, 1.418, 0.992], [2.184, -0.517, -0.743]]}

No. 4
{"formula": "C25H40HfN3O2S", "method": "wB97M-V/def2-TZVPD", "e_lumo_ev": -9.88, "fmax_ev_per_a": 0.33, "charge": 3, "symbols": ["Hf", "O", "C", "C", "C", "C", "C", "C", "C", "C", "N", "H", "H", "H", "H", "H", "H", "H", "H", "H", "H", "H", "C", "N", "C", "C", "S", "N", "C", "C", "H", "H", "H", "H", "H", "H", "H", "H", "H", "H", "H", "H", "C", "C", "C", "C", "C", "C", "C", "C", "C", "C", "C", "C", "O", "H", "H", "H", "H", "H", "H", "H", "H", "H", "H", "H", "H", "H", "H", "H", "H", "H"], "positions_angstrom": [[0.139, -0.373, 0.081], [1.420, -1.929, 0.937], [0.944, -3.339, 0.969], [1.308, -4.018, -0.330], [0.896, -3.198, -1.559], [-0.581, -2.934, -1.669], [-1.418, -3.845, -2.288], [-2.768, -3.561, -2.429], [-3.258, -2.349, -1.956], [-2.387, -1.488, -1.338], [-1.074, -1.776, -1.163], [2.393, -1.896, 0.893], [-0.132, -3.246, 1.119], [1.378, -3.806, 1.849], [0.831, -5.000, -0.341], [2.384, -4.201, -0.369], [1.217, -3.730, -2.455], [1.448, -2.248, -1.597], [-1.003, -4.764, -2.679], [-3.427, -4.268, -2.916], [-4.297, -2.074, -2.069], [-2.732, -0.537, -0.956], [-1.646, -0.517, 4.797], [-2.066, 0.720, 4.123], [-2.865, 1.619, 4.977], [-1.916, 0.922, 2.828], [-1.702, -0.520, 1.811], [-1.963, 2.138, 2.285], [-1.566, 3.345, 3.025], [-2.422, 2.395, 0.919], [-1.388, -0.267, 5.824], [-0.775, -0.946, 4.312], [-2.461, -1.241, 4.806], [-3.494, 0.990, 5.604], [-3.506, 2.248, 4.368], [-2.232, 2.228, 5.619], [-0.974, 3.075, 3.894], [-2.423, 3.940, 3.338], [-0.960, 3.955, 2.355], [-2.869, 1.505, 0.490], [-1.599, 2.746, 0.293], [-3.185, 3.173, 0.948], [2.276, 3.060, 0.471], [2.415, 1.583, 0.844], [1.381, 1.196, 1.907], [2.491, 0.721, -0.429], [3.699, 0.064, -0.727], [3.935, -0.422, -1.997], [3.007, -0.215, -3.017], [1.780, 0.401, -2.796], [0.865, 0.736, -3.958], [-0.493, 0.035, -3.929], [0.706, 2.256, -4.081], [1.533, 0.813, -1.471], [0.256, 1.188, -1.064], [2.393, 3.685, 1.357], [1.302, 3.267, 0.024], [3.045, 3.349, -0.244], [3.386, 1.439, 1.322], [0.332, 1.417, 1.621], [1.489, 1.846, 2.776], [1.472, 0.175, 2.300], [4.480, 0.017, 0.024], [4.878, -0.904, -2.224], [3.257, -0.527, -4.024], [1.389, 0.384, -4.849], [-1.122, 0.416, -3.123], [-0.389, -1.049, -3.835], [-1.014, 0.231, -4.866], [0.174, 2.669, -3.222], [0.132, 2.494, -4.976], [1.674, 2.751, -4.164]]}

No. 5
{"formula": "C35H55N6O8SSi4W", "method": "wB97M-V/def2-TZVPD", "e_lumo_ev": [-3.39, -3.39], "multiplicity": 3, "fmax_ev_per_a": 0.67, "charge": 1, "symbols": ["W", "C", "N", "C", "C", "O", "N", "C", "N", "H", "H", "H", "H", "H", "H", "H", "O", "C", "O", "C", "C", "C", "C", "C", "C", "N", "O", "O", "N", "O", "O", "H", "H", "H", "C", "Si", "C", "C", "Si", "Si", "C", "C", "C", "Si", "C", "C", "C", "H", "H", "H", "H", "H", "H", "H", "H", "H", "H", "H", "H", "H", "H", "H", "H", "H", "H", "H", "H", "H", "H", "H", "H", "H", "H", "H", "C", "C", "C", "O", "H", "H", "H", "H", "H", "H", "H", "N", "S", "C", "C", "C", "C", "C", "C", "C", "C", "C", "C", "C", "C", "H", "H", "H", "H", "H", "H", "H", "H", "H", "H", "H"], "positions_angstrom": [[0.064, -1.184, 0.210], [-3.658, -0.032, -4.180], [-2.520, 0.024, -3.282], [-1.694, 1.195, -3.067], [-0.645, 0.627, -2.154], [0.264, 1.302, -1.646], [-0.829, -0.694, -1.969], [-1.956, -1.014, -2.666], [-2.425, -2.244, -2.724], [-4.067, 0.970, -4.283], [-4.443, -0.660, -3.756], [-3.378, -0.408, -5.165], [-2.238, 2.012, -2.591], [-1.232, 1.554, -3.991], [-2.004, -2.948, -2.130], [-3.295, -2.455, -3.181], [-2.042, -2.418, 0.273], [-2.586, -1.298, 0.275], [-1.877, -0.244, 0.358], [-4.058, -1.150, 0.107], [-4.598, 0.112, -0.096], [-5.959, 0.220, -0.299], [-6.809, -0.868, -0.284], [-6.227, -2.106, -0.082], [-4.870, -2.277, 0.109], [-7.101, -3.302, -0.087], [-6.552, -4.382, -0.063], [-8.295, -3.113, -0.139], [-6.525, 1.560, -0.567], [-5.734, 2.457, -0.781], [-7.729, 1.660, -0.599], [-3.972, 0.992, -0.094], [-7.874, -0.762, -0.427], [-4.452, -3.263, 0.259], [2.810, 3.361, -0.634], [3.409, 1.619, -0.292], [5.026, 1.287, -1.196], [3.801, 1.432, 1.530], [1.817, 0.065, -1.110], [1.082, -3.442, -0.722], [1.492, -4.762, 0.560], [2.686, -3.308, -1.714], [-0.085, -4.376, -1.899], [2.337, -0.131, -3.446], [2.224, 1.614, -4.155], [4.071, -0.766, -3.807], [1.110, -1.205, -4.415], [3.584, 4.057, -0.297], [1.896, 3.584, -0.079], [2.622, 3.552, -1.691], [5.850, 1.698, -0.605], [5.060, 1.759, -2.178], [5.222, 0.222, -1.331], [4.490, 2.227, 1.827], [4.286, 0.474, 1.726], [2.909, 1.497, 2.152], [2.347, -4.494, 1.181], [1.774, -5.659, -0.001], [0.656, -5.029, 1.209], [3.468, -2.789, -1.150], [2.542, -2.782, -2.658], [3.065, -4.305, -1.956], [-1.050, -4.621, -1.440], [0.394, -5.330, -2.135], [-0.241, -3.872, -2.855], [3.131, 2.179, -3.931], [1.381, 2.191, -3.770], [2.135, 1.562, -5.244], [4.815, 0.022, -3.706], [4.104, -1.119, -4.842], [4.372, -1.596, -3.169], [0.301, -0.603, -4.841], [0.667, -2.003, -3.819], [1.636, -1.669, -5.253], [0.840, -2.148, 4.304], [1.325, -2.403, 2.889], [2.727, -1.871, 2.658], [0.419, -1.801, 1.976], [1.464, -2.694, 5.013], [-0.189, -2.488, 4.427], [0.894, -1.086, 4.554], [1.309, -3.477, 2.715], [2.779, -0.812, 2.919], [3.009, -1.980, 1.608], [3.453, -2.415, 3.266], [0.294, 0.849, 1.350], [0.370, 1.184, 2.908], [-1.255, 1.052, 3.684], [-1.997, -0.092, 3.419], [-3.211, -0.279, 4.061], [-3.670, 0.658, 4.976], [-2.906, 1.781, 5.261], [-1.693, 1.983, 4.619], [0.610, 2.944, 2.991], [-0.248, 3.806, 2.317], [-0.010, 5.167, 2.365], [1.073, 5.660, 3.088], [1.918, 4.794, 3.763], [1.690, 3.424, 3.714], [-0.291, 1.529, 0.868], [-1.599, -0.844, 2.746], [-3.790, -1.171, 3.859], [-4.617, 0.508, 5.478], [-3.253, 2.505, 5.986], [-1.107, 2.863, 4.846], [-1.104, 3.417, 1.777], [-0.671, 5.850, 1.848], [1.253, 6.726, 3.125], [2.757, 5.179, 4.327], [2.347, 2.736, 4.232]]}

No. 6
{"formula": "C24H25N2O3RuSe3Te", "method": "wB97M-V/def2-TZVPD", "e_lumo_ev": [-4.37, -4.37], "fmax_ev_per_a": 2.00, "charge": 1, "symbols": ["Ru", "C", "C", "C", "C", "N", "C", "C", "C", "C", "C", "C", "C", "H", "H", "H", "H", "H", "H", "H", "H", "Se", "Se", "Te", "Se", "O", "C", "O", "C", "N", "C", "C", "C", "H", "H", "H", "H", "H", "H", "H", "H", "H", "C", "C", "O", "C", "C", "C", "C", "C", "C", "H", "H", "H", "H", "H", "H", "H", "H"], "positions_angstrom": [[-0.625, 1.547, -0.814], [-0.551, 1.722, 3.589], [-0.138, 0.443, 3.933], [0.124, -0.468, 2.927], [-0.063, -0.101, 1.601], [-0.511, 1.125, 1.282], [-0.721, 2.018, 2.253], [0.242, -0.945, 0.439], [0.675, -2.267, 0.546], [0.984, -2.989, -0.592], [0.859, -2.390, -1.844], [0.418, -1.080, -1.951], [0.106, -0.335, -0.814], [-0.755, 2.474, 4.340], [-0.014, 0.163, 4.971], [0.464, -1.465, 3.170], [-1.045, 3.001, 1.946], [0.760, -2.743, 1.516], [1.311, -4.018, -0.509], [1.101, -2.951, -2.739], [0.331, -0.635, -2.933], [-0.344, 2.024, -3.245], [0.177, 4.250, -3.032], [-0.702, 4.553, -0.643], [-2.644, 3.139, -0.445], [1.391, 2.397, -0.150], [2.409, 1.906, -0.723], [2.505, 1.248, -1.762], [3.741, 2.134, 0.027], [4.764, 1.373, -0.776], [5.209, 0.205, 0.051], [5.055, 0.704, 1.479], [3.742, 1.494, 1.427], [3.975, 3.196, 0.047], [5.541, 1.949, -1.084], [4.123, 1.093, -1.584], [6.219, -0.091, -0.218], [4.526, -0.619, -0.150], [5.885, 1.366, 1.737], [5.031, -0.110, 2.200], [3.676, 2.247, 2.208], [2.886, 0.825, 1.526], [-2.679, -1.384, -3.307], [-2.930, -0.642, -2.029], [-2.354, 0.414, -1.812], [-3.889, -1.188, -1.033], [-3.956, -0.590, 0.226], [-4.851, -1.054, 1.173], [-5.692, -2.119, 0.866], [-5.626, -2.724, -0.381], [-4.725, -2.262, -1.328], [-1.938, -0.853, -3.897], [-3.600, -1.469, -3.888], [-2.326, -2.394, -3.085], [-3.294, 0.238, 0.449], [-4.897, -0.588, 2.150], [-6.399, -2.478, 1.603], [-6.275, -3.557, -0.615], [-4.686, -2.736, -2.301]]}

No. 7
{"formula": "BH22O9", "method": "wB97M-V/def2-TZVPD", "e_lumo_ev": 2.91, "fmax_ev_per_a": 4.01, "charge": -1, "symbols": ["B", "H", "H", "H", "H", "O", "H", "H", "O", "H", "H", "O", "H", "H", "O", "H", "H", "O", "H", "H", "O", "H", "H", "O", "H", "H", "O", "H", "H", "O", "H", "H"], "positions_angstrom": [[6.414, 11.007, 21.950], [7.176, 11.115, 21.194], [5.808, 11.886, 22.111], [5.830, 10.126, 21.734], [6.968, 10.862, 22.864], [9.377, 11.315, 22.587], [9.644, 10.624, 21.981], [8.430, 11.206, 22.672], [5.866, 7.786, 24.003], [5.300, 8.544, 23.856], [6.333, 7.672, 23.175], [4.721, 10.335, 24.106], [5.280, 10.685, 23.413], [3.836, 10.606, 23.860], [7.385, 8.110, 21.687], [7.916, 8.066, 20.892], [7.132, 9.030, 21.757], [3.848, 11.523, 20.773], [3.603, 12.092, 21.502], [4.736, 11.232, 20.983], [4.614, 14.939, 23.062], [5.502, 14.619, 22.901], [4.615, 15.832, 22.716], [4.396, 8.434, 20.321], [5.003, 9.091, 20.663], [3.688, 8.403, 20.964], [7.370, 13.844, 22.980], [7.555, 13.443, 23.829], [6.990, 13.137, 22.459], [8.072, 10.515, 19.119], [7.540, 10.739, 19.883], [8.582, 11.305, 18.941]]}